(1)
C5H8O2 | ωB97M-V with the def2-TZVPD basis set

The value obtained for the LUMO energy is 0.847 eV. Its energy above the lowest of the compared OMol25 structures with the same formula, charge and spin is 305.28 kJ/mol. Its HOMO-LUMO gap is 10.29 eV. The value obtained for the HOMO energy is -9.442 eV. The spin multiplicity is 1. As for the SMILES: O[C@H]1C[C@@]2(O)C[C@@H]12. As for the total charge: 0.

XYZ file:
```
15
C5H8O2, DFT ωB97M-V with the def2-TZVPD basis set
O 1.9425 -0.0397 -0.6267
C 1.1754 0.4144 0.4828
C -0.0394 1.3119 0.0827
C -0.9501 0.0604 0.1637
O -2.2810 0.0486 0.5185
C -0.3816 -0.9310 -0.7601
C 0.1743 -0.6757 0.7859
H 1.9558 -1.0046 -0.5098
H 1.8952 0.8040 1.2143
H -0.3180 2.0178 0.8719
H 0.0661 1.8221 -0.8798
H -2.7442 0.1322 -0.3253
H -0.7189 -1.9510 -0.8381
H -0.0029 -0.5402 -1.7231
H 0.2267 -1.4692 1.5430
```

(2)
C12H14N2S | ωB97M-V with the def2-TZVPD basis set

The value obtained for the LUMO energy is 0.645 eV. Its energy above the lowest of the compared OMol25 structures with the same formula, charge and spin is 265.22 kJ/mol. Its HOMO-LUMO gap is 8.81 eV. The value obtained for the HOMO energy is -8.163 eV. The spin multiplicity is 1. As for the SMILES: CC(C)=C(c1cnc[nH]1)c1sccc1C. As for the total charge: 0.

XYZ file:
```
29
C12H14N2S, DFT ωB97M-V with the def2-TZVPD basis set
C 2.9540 0.1879 0.9233
C 1.6440 0.9956 0.7041
C 1.6307 2.3663 1.1770
C 0.5040 0.4170 0.2827
C -0.7280 1.1434 -0.0286
C -1.5275 1.9283 0.8037
N -2.6020 2.3908 0.0701
C -2.4267 1.8989 -1.1129
N -1.3961 1.0774 -1.2607
C 0.4467 -1.3074 -0.2992
S 1.6735 -1.8133 -1.2903
C 0.7390 -3.2413 -1.7310
C -0.4054 -3.2252 -1.0885
C -0.6733 -2.0247 -0.2942
C -1.9345 -1.6692 0.4365
H 3.4888 0.4744 1.7834
H 2.8435 -0.8239 0.9133
H 3.4867 0.3265 0.0235
H 1.5118 2.6100 2.3442
H 0.8182 2.8912 0.8284
H 2.5257 2.8857 0.9580
H -1.4763 2.0373 1.9214
H -3.0558 2.2123 -1.8254
H -0.9916 0.8782 -2.1659
H 0.9525 -3.8342 -2.5848
H -1.1393 -3.9983 -1.2215
H -1.9276 -1.3042 1.4145
H -2.3963 -0.9203 -0.2139
H -2.5385 -2.5591 0.5325
```

(3)
C2H6N7O4 | ωB97M-V with the def2-TZVPD basis set

The value obtained for the LUMO energy is -4.549 eV. Its energy above the lowest of the compared OMol25 structures with the same formula, charge and spin is 236.74 kJ/mol. Its HOMO-LUMO gap is 9.70 eV. The value obtained for the HOMO energy is -14.252 eV. The spin multiplicity is 1. As for the SMILES: [NH2+]=C=[NH+]N(N([O-])[O-])N(C=[NH2+])[N+](=O)[O-]. As for the total charge: +1.

XYZ file:
```
19
C2H6N7O4, DFT ωB97M-V with the def2-TZVPD basis set
N 0.7572 1.8077 -1.9649
C 0.5439 0.7290 -1.2668
N -0.7060 0.2378 -1.1842
N -1.0298 -0.7124 -0.2303
N -1.9571 0.0223 0.7545
O -1.7867 -0.1961 1.8750
O -2.5975 0.8581 0.2241
N 0.0342 -1.1509 0.5376
C 1.0822 -0.3014 0.6936
N 0.9538 0.6785 1.6046
N 0.2302 -2.6974 0.3300
O 1.2265 -3.0296 0.8139
O -0.7157 -3.2123 -0.0967
H 1.6136 2.2666 -1.9509
H -0.0327 2.3519 -2.4528
H -1.4816 0.7401 -1.6728
H 2.0583 -0.7051 0.3593
H 0.0660 1.1001 1.7241
H 1.7412 1.2132 1.9026
```

(4)
C46H122N6O23 | ωB97M-V with the def2-TZVPD basis set

The value obtained for the LUMO energy is 0.349 eV. Its energy above the lowest of the compared OMol25 structures with the same formula, charge and spin is 450.78 kJ/mol. Its HOMO-LUMO gap is 8.87 eV. The value obtained for the HOMO energy is -8.522 eV. The spin multiplicity is 1. As for the SMILES: COC[C@H](C)N.COCCNCCOC.COCCNCCOC.COCCNCCOC.COCCNCCOC.COCCNCCOC.OCCO.OCCO.OCCO.OCCO.OCCO.OCCO. As for the total charge: 0.

XYZ file:
```
197
C46H122N6O23, DFT ωB97M-V with the def2-TZVPD basis set
C 8.5593 2.0429 -1.4826
O 7.5476 1.1783 -2.0109
C 6.6307 0.6428 -1.1009
C 5.6349 1.5903 -0.4712
C 4.9780 0.9328 0.7630
N 4.5050 2.0321 -1.3117
H 8.9945 1.5035 -0.6334
H 8.0723 2.9581 -1.1455
H 9.2901 2.1460 -2.2766
H 6.0590 -0.1160 -1.6417
H 7.1684 0.1730 -0.2669
H 6.1475 2.4866 -0.0964
H 4.0885 0.3758 0.4704
H 4.5391 1.6486 1.4660
H 5.5675 0.2746 1.4031
H 4.9009 2.7429 -1.9350
H 3.9055 2.6675 -0.7848
C -4.2595 5.0586 2.3399
O -4.4703 5.2936 0.9768
C -4.0886 6.6024 0.6287
C -4.5936 6.8642 -0.7811
N -4.1550 5.9028 -1.7793
C -4.7544 6.0002 -3.0950
C -4.5466 4.7222 -3.9054
O -5.1759 3.6751 -3.2274
C -4.9060 2.3492 -3.7219
H -4.4489 4.0164 2.5920
H -4.8510 5.6886 3.0183
H -3.2274 5.2893 2.6444
H -3.0275 6.8651 0.7258
H -4.5629 7.3600 1.2698
H -4.1860 7.8510 -1.0451
H -5.6742 7.0549 -0.8303
H -4.4180 4.9835 -1.4380
H -4.3783 6.8415 -3.6849
H -5.8445 6.1506 -3.1655
H -3.4737 4.5106 -3.9974
H -4.9746 5.0033 -4.8765
H -5.5863 1.6633 -3.2296
H -3.8630 2.1575 -3.4725
H -5.1160 2.3264 -4.7924
C -2.9194 -1.2277 -3.0218
O -1.9916 -1.2682 -1.9361
C -0.6456 -1.4225 -2.3664
C 0.2837 -1.3906 -1.2022
N 0.4493 0.0270 -0.8522
C 1.4243 0.1724 0.2442
C 0.9094 -0.2286 1.5990
O 1.9569 -0.7270 2.3826
C 1.6089 -1.0565 3.7060
H -2.7032 -0.3074 -3.5791
H -3.8588 -1.0407 -2.5075
H -2.8046 -2.0734 -3.6996
H -0.5273 -0.6929 -3.1832
H -0.5946 -2.3352 -2.9823
H 1.2568 -1.8862 -1.2519
H -0.3302 -1.9066 -0.4543
H 0.9520 0.4286 -1.6410
H 1.9707 1.1164 0.1790
H 2.3025 -0.4545 0.0085
H -0.0132 -0.8315 1.5865
H 0.4948 0.6215 2.1696
H 1.0985 -0.2228 4.1993
H 2.4273 -1.2900 4.3829
H 0.9554 -1.9337 3.7190
C 0.4170 3.2420 -4.3639
O 1.6200 2.5030 -4.3384
C 1.5222 1.1749 -4.8406
C 2.8737 0.5161 -4.6318
N 2.8013 -0.8982 -4.9326
C 3.8325 -1.8313 -4.5440
C 3.7180 -2.2942 -3.0783
O 3.2018 -3.6095 -2.9896
C 3.1709 -4.1992 -1.6862
H 0.7477 4.2314 -4.7105
H 0.0628 3.3435 -3.3323
H -0.3850 2.9719 -5.0555
H 1.2721 1.1807 -5.9046
H 0.8160 0.6294 -4.2039
H 3.3986 0.7989 -3.7175
H 3.5595 0.9703 -5.3731
H 2.4892 -1.0654 -5.8775
H 4.7887 -1.2987 -4.6534
H 3.7455 -2.6743 -5.2290
H 2.9948 -1.6968 -2.5109
H 4.7532 -2.2786 -2.7159
H 3.3145 -5.2743 -1.7609
H 2.1519 -3.9834 -1.3585
H 3.9070 -3.8235 -0.9739
C 1.1970 -5.0252 4.7603
O 1.7692 -5.6614 3.6391
C 1.9615 -4.8398 2.4747
C 0.7469 -4.2310 1.8009
N -0.0215 -5.3421 1.2206
C -0.8937 -4.8108 0.1556
C -1.7439 -5.8848 -0.4697
O -2.3700 -5.4450 -1.6794
C -1.5325 -5.2867 -2.7866
H 1.8975 -4.8372 5.5769
H 0.4178 -5.6803 5.1568
H 0.6875 -4.0917 4.5048
H 2.5053 -5.4921 1.7938
H 2.6622 -4.0841 2.8563
H 1.0915 -3.5247 1.0444
H 0.1636 -3.7022 2.5659
H -0.5413 -5.6786 2.0265
H -0.2161 -4.4886 -0.6362
H -1.5602 -4.0180 0.5138
H -2.5690 -6.1711 0.1810
H -1.0963 -6.7368 -0.6997
H -0.5178 -4.9338 -2.5609
H -1.9844 -4.5386 -3.4415
H -1.3987 -6.2104 -3.3626
C 0.6285 3.9396 1.5179
O 1.5943 3.1129 2.1300
C 2.5416 3.6888 3.0069
C 1.8774 4.1255 4.3221
N 1.2036 2.9386 4.8745
C 0.0943 3.3032 5.7607
C -1.0405 2.2779 5.6206
O -1.3955 2.0773 4.2819
C -2.5453 1.2810 4.0938
H -0.2956 4.1033 2.0896
H 0.4113 3.4135 0.5897
H 0.8661 4.9942 1.3257
H 3.1534 4.5205 2.6414
H 3.2262 2.8565 3.1757
H 1.2271 4.9837 4.0837
H 2.5715 4.5275 5.0686
H 0.8037 2.6097 3.9933
H -0.4704 4.1132 5.2640
H 0.3418 3.6072 6.7716
H -1.9268 2.6476 6.1568
H -0.7843 1.3332 6.1251
H -2.8389 1.4895 3.0631
H -3.4118 1.6960 4.6243
H -2.4748 0.2075 4.2587
O -1.5104 -0.7157 8.4056
C -0.0717 -0.7861 8.3679
C 0.3834 -1.1574 6.9787
O 1.7894 -0.8270 6.8913
H -1.6897 0.0287 8.9870
H 0.3356 0.2056 8.5698
H 0.3397 -1.5336 9.0504
H -0.1440 -0.6181 6.1976
H 0.3393 -2.2380 6.8240
H 2.2786 -1.2482 7.6055
O 6.0238 1.2918 7.3352
C 4.9305 0.6101 6.7232
C 5.2927 -0.4641 5.7180
O 6.4603 -1.2670 5.9938
H 5.6209 2.0211 7.8138
H 4.3514 0.1676 7.5476
H 4.1994 1.2899 6.2718
H 5.3537 0.0451 4.7511
H 4.5240 -1.2343 5.6822
H 7.1696 -0.6850 5.6926
O -4.4012 -2.6826 -0.1854
C -4.3745 -2.1282 1.0978
C -4.7482 -3.0904 2.1895
O -3.6770 -4.0937 2.3626
H -3.8781 -2.1109 -0.7536
H -3.3896 -1.7000 1.3369
H -5.0081 -1.2284 1.1770
H -5.5540 -3.7709 1.9056
H -4.9348 -2.6969 3.1824
H -3.3195 -4.2287 1.4767
O -4.8356 1.9596 -0.5633
C -3.6192 2.5876 -0.1837
C -2.4528 1.7583 -0.6518
O -2.3631 0.5742 0.0980
H -4.7201 1.0100 -0.4562
H -3.5312 3.6208 -0.5027
H -3.6517 2.6759 0.9086
H -1.5092 2.3305 -0.6414
H -2.4495 1.4211 -1.7031
H -1.5548 0.0929 -0.1162
O -1.5472 -1.8970 -7.0572
C -0.5620 -1.9072 -6.0445
C 0.5822 -2.8347 -6.3590
O 1.3629 -2.4625 -7.4878
H -1.1801 -1.6710 -7.9179
H -0.2035 -0.8927 -5.8574
H -0.9556 -2.3867 -5.1476
H 0.1580 -3.8397 -6.5048
H 1.1841 -2.9975 -5.4557
H 1.8840 -3.2470 -7.6883
O -4.1308 -1.2506 -6.2553
C -5.1342 -2.2676 -6.0026
C -4.7316 -3.5105 -6.7354
O -3.5084 -4.0377 -6.2421
H -3.3073 -1.7608 -6.3508
H -5.2123 -2.4993 -4.9351
H -6.0504 -1.8269 -6.3928
H -4.8034 -3.2373 -7.7937
H -5.5212 -4.2543 -6.5846
H -2.8218 -3.7519 -6.8614
```

(5)
C3H12N3S | ωB97M-V with the def2-TZVPD basis set

The value obtained for the LUMO energy (alpha / beta) is -3.352 / -3.353 eV. Its energy above the lowest of the compared OMol25 structures with the same formula, charge and spin is 643.86 kJ/mol. Its HOMO-LUMO gap (alpha / beta) is 9.03 / 9.03 eV. The value obtained for the HOMO energy (alpha / beta) is -12.382 / -12.382 eV. The spin multiplicity is 1. As for the total charge: +1.

XYZ file:
```
19
C3H12N3S, DFT ωB97M-V with the def2-TZVPD basis set
C -2.5168 1.0935 -0.9864
C 2.3353 -0.5880 0.0613
C 1.6670 0.3144 1.0743
N -0.3393 -1.7642 1.2839
N -0.0943 -0.5988 1.8669
N 1.5401 0.5632 -0.3357
S -1.2798 -0.0900 -1.6469
H -2.9189 1.5648 -1.9104
H -2.0578 1.9695 -0.4694
H -3.4770 0.6713 -0.5342
H 3.4010 -0.4281 -0.1701
H 1.9171 -1.5889 -0.0862
H 2.2430 1.1174 1.6527
H -0.7351 -1.6206 0.3320
H 0.1580 -2.5449 1.6841
H -0.0006 -0.7544 2.8786
H -0.6451 0.8548 -2.3589
H 0.5384 0.4024 -0.7151
H 2.0428 1.2506 -0.7555
```

(6)
C39H66F2NO13S6 | ωB97M-V with the def2-TZVPD basis set

The value obtained for the LUMO energy is -1.726 eV. Its energy above the lowest of the compared OMol25 structures with the same formula, charge and spin is 11.56 kJ/mol. Its HOMO-LUMO gap is 8.71 eV. The value obtained for the HOMO energy is -10.440 eV. The spin multiplicity is 1. As for the total charge: +1.

XYZ file:
```
127
C39H66F2NO13S6, DFT ωB97M-V with the def2-TZVPD basis set
C -1.1993 -1.4944 0.2919
C 0.2577 -1.4934 0.5419
O 0.7007 -2.4924 1.1729
N 1.2947 -0.5114 -0.0911
H 2.1347 -1.1414 -0.3841
H 0.8867 -0.0894 -0.7461
C 2.0187 0.3536 0.9329
H -1.4353 -0.4264 0.3429
H -1.6473 -1.7504 1.1659
H -1.5673 -1.8084 -0.6191
H 2.7887 -0.0264 1.8849
H 1.2417 0.9966 1.4879
H 2.5037 1.1716 0.4229
F -3.3203 -3.0174 -3.6821
C -3.8183 -2.8384 -2.4821
C -4.2253 -3.9564 -1.7161
C -4.8433 -3.7224 -0.4041
C -4.9233 -2.4704 0.0759
C -4.3673 -1.3064 -0.5521
C -3.9023 -1.5964 -1.9571
H -4.2273 -4.9874 -2.0671
H -5.2153 -4.5584 0.1109
H -5.1273 -2.4374 1.0989
H -4.3723 -0.3204 -0.0791
H -3.4243 -0.7094 -2.4121
F -2.0083 -6.1984 3.2859
C -2.0563 -6.4124 1.9169
C -1.4943 -5.3824 1.0899
C -1.5053 -5.7084 -0.3611
C -1.8853 -6.8874 -0.9341
C -2.3723 -7.9004 -0.0051
C -2.4763 -7.6034 1.3889
H -1.1313 -4.4384 1.3889
H -1.0463 -5.0364 -0.8911
H -1.5743 -7.1224 -1.9831
H -2.7203 -8.8374 -0.5171
H -3.0503 -8.3184 2.2849
C -4.5713 3.8206 1.8319
C -4.6293 4.5816 0.4709
C -3.9183 3.8316 -0.4891
S -2.6833 3.0096 0.4739
O -1.4923 3.6826 0.1659
O -2.7123 1.5616 0.2549
C -3.2023 3.4196 2.0919
H -5.3073 2.9256 1.9359
H -4.9573 4.3336 2.7649
H -4.2683 5.5116 0.6309
H -5.4613 4.8726 0.1539
H -3.2653 4.4476 -1.3951
H -4.4653 3.1516 -1.0551
H -2.5813 4.2976 2.4349
H -3.0883 2.9706 2.9719
C 1.4587 6.9106 1.7699
C 2.3787 6.5746 2.9789
C 3.2847 5.6066 2.4589
S 2.5947 4.7146 1.0989
O 2.3467 3.3076 1.4269
O 3.4077 5.1356 -0.0051
C 1.0077 5.6526 1.0879
H 2.1207 7.5366 1.1149
H 0.5347 7.2906 2.0269
H 1.5457 6.0786 3.5619
H 2.7367 7.4996 3.5789
H 3.4787 4.8516 3.2859
H 4.2287 6.0136 2.4069
H 0.1807 5.0156 1.8219
H 0.7897 5.4836 0.0029
C 1.1377 4.6186 -3.1431
C 2.4747 4.1006 -3.5081
C 2.5197 2.7266 -2.8621
S 0.9327 2.0856 -3.0631
O 0.5667 1.5836 -1.7581
O 0.7767 1.2056 -4.1751
C 0.0847 3.5786 -3.2371
H 0.9147 5.5316 -3.8101
H 1.0097 4.9116 -2.0351
H 3.1587 4.6866 -3.1611
H 2.5547 4.1516 -4.4791
H 2.8817 2.8196 -1.8281
H 3.3957 2.0256 -3.2971
H -0.4773 3.6876 -2.4031
H -0.2723 3.5776 -4.1781
C 2.6717 -5.8134 0.1659
C 3.8927 -5.2524 0.9309
C 4.1547 -3.8794 0.6549
S 3.7157 -3.6284 -1.0261
O 4.9037 -3.7714 -1.9271
O 2.8307 -2.5074 -1.1701
C 2.8707 -5.1654 -1.2261
H 1.7667 -5.5334 0.8109
H 2.5567 -6.9194 0.0529
H 4.7737 -5.9154 0.5869
H 3.8617 -5.5934 1.9689
H 5.1567 -3.4584 0.8359
H 3.5707 -3.3614 1.4459
H 3.3057 -5.7924 -1.9841
H 1.9917 -4.8744 -1.8101
C 0.6837 1.4696 6.7149
C 1.7867 2.2086 6.1229
C 1.5507 2.0536 4.7339
S -0.1393 2.4616 4.5019
O -0.7043 1.5966 3.5039
O -0.1563 3.8186 4.4429
C -0.6363 1.7596 6.0889
H 0.7357 1.7306 7.8139
H 0.9767 0.3816 6.8039
H 2.9157 2.1296 6.1879
H 1.6597 3.3296 6.5489
H 1.7337 1.0186 4.3659
H 2.1317 2.7116 4.0209
H -1.1023 0.9506 5.9269
H -1.3733 2.2966 6.5119
C 0.2057 -1.5644 -6.1631
C 1.4277 -2.5114 -5.9481
C 1.8187 -2.3304 -4.5431
S 0.1977 -2.4704 -3.6751
O 0.1977 -1.4874 -2.6201
O -0.1593 -3.8544 -3.4341
C -0.7823 -1.9994 -5.0701
H -0.0023 -1.9954 -7.1351
H 0.1717 -0.4564 -6.1251
H 2.1967 -2.3844 -6.7061
H 1.1167 -3.4664 -6.0641
H 2.1637 -1.3984 -4.1571
H 2.3947 -3.2624 -4.4871
H -1.7283 -1.1884 -4.8931
H -1.3453 -2.9834 -5.5021
```

(7)
C2H8OS | ωB97M-V with the def2-TZVPD basis set

The value obtained for the LUMO energy is 0.884 eV. Its energy above the lowest of the compared OMol25 structures with the same formula, charge and spin is 37.02 kJ/mol. Its HOMO-LUMO gap is 10.41 eV. The value obtained for the HOMO energy is -9.521 eV. The spin multiplicity is 1. As for the SMILES: CCO.S. As for the total charge: 0.

XYZ file:
```
12
C2H8OS, DFT ωB97M-V with the def2-TZVPD basis set
C 0.5864 -1.1553 0.8350
C -0.7775 -0.6741 0.3727
O -0.9884 0.7141 0.6356
H 1.3819 -0.5610 0.3546
H 0.7289 -2.2157 0.5671
H 0.6828 -1.0528 1.9290
H -0.8711 -0.7745 -0.7258
H -1.5787 -1.2817 0.8357
H -0.9265 0.8444 1.6050
S 1.1970 1.9580 -2.2184
H 0.3620 1.8092 -1.1732
H 0.2033 2.3894 -3.0173
```

(8)
C6H16ClIN2OPRuS | ωB97M-V with the def2-TZVPD basis set

The value obtained for the LUMO energy (alpha / beta) is -8.437 / -10.563 eV. Its energy above the lowest of the compared OMol25 structures with the same formula, charge and spin is 0.00 kJ/mol. Its HOMO-LUMO gap (alpha / beta) is 5.97 / 5.69 eV. The value obtained for the HOMO energy (alpha / beta) is -14.403 / -16.256 eV. The spin multiplicity is 6. As for the total charge: +2.

XYZ file:
```
30
C6H16ClIN2OPRuS, DFT ωB97M-V with the def2-TZVPD basis set
C 0.1737 0.6757 2.4606
I 0.4155 -0.3443 4.4499
H -0.3723 1.6026 2.6322
H 1.2110 0.9044 2.7394
H -0.5170 -0.1673 2.8354
Ru 0.5044 0.7434 -1.6681
P -1.5274 0.2542 -0.9713
C -2.3436 -0.3547 0.5923
C -2.5352 1.8027 -1.0834
H -1.9113 -0.7656 -3.1251
H -3.4058 -0.8657 -2.1197
H -2.0298 -1.9692 -1.7803
C -2.3053 -0.9406 -2.1148
H -2.2899 2.2809 -2.0351
H -3.5939 1.5824 -1.0272
H -3.4405 -0.3716 0.4591
H -2.1201 0.3093 1.3959
H -2.2480 2.4344 -0.2367
H -2.0253 -1.3726 0.8206
C 0.4140 0.2553 0.7330
O 0.8674 -0.8707 0.8474
Cl -0.1283 1.4226 -3.6923
N 4.1827 0.2540 0.1411
C 3.4466 -0.7445 -0.4000
N 3.6188 -1.9686 0.1445
S 2.5333 -0.4896 -1.8433
H 4.6373 0.1186 1.0590
H 4.0739 1.2036 -0.2285
H 2.9148 -2.6390 -0.1409
H 3.8003 -1.9801 1.1563
```

Which value of total charge does entry 2 give?
0